[1]
Formula: C32H56ClF8O36Pd
Source: OMol25
Level of theory: the ωB97M-V functional and the def2-TZVPD basis

As for the total energy: -145523.7098 eV. As for the net charge: +1. The calculation puts the HOMO energy (alpha / beta) at -0.4470 / -0.4470 Ha. The lowest unoccupied orbital energy (alpha / beta) comes out at -0.152 / -0.259 Eh. Its spin multiplicity is 3.

CARTESIAN COORDINATES (ANGSTROEM)
Pd  12.3992  16.7375  11.9760
Cl  13.7398  12.4572  13.3731
O  14.5092  11.5010  14.1030
O  13.5661  12.0584  11.9697
O  12.4471  12.6137  13.9040
O  14.4460  13.7024  13.3685
C  12.0743  10.4055  7.4514
C  12.5287  9.7313  8.7717
O  13.7370  10.3149  8.9343
C  13.7287  11.4874  8.4321
O  14.5871  12.3470  8.5626
O  12.6232  11.6985  7.7037
F  12.6382  8.4468  8.4261
H  11.0063  10.3880  7.2339
H  12.5315  9.8776  6.6146
H  11.7993  9.8315  9.5755
C  15.6780  13.5195  19.2189
C  15.1931  13.6935  17.7663
O  15.0828  15.0612  17.6236
C  15.0234  15.6004  18.8531
O  14.9348  16.8245  19.0724
O  15.1528  14.6752  19.8437
F  14.0287  13.0420  17.6209
H  16.7450  13.7363  19.2684
H  15.5215  12.5584  19.7088
H  15.9033  13.2472  17.0701
C  7.4901  11.4696  15.7420
C  8.9022  11.2951  15.2769
O  8.7150  11.8596  13.9908
C  7.7420  12.8234  14.0540
O  7.4524  13.6456  13.1908
O  7.0926  12.6653  15.2032
F  9.1452  9.9844  15.1097
H  7.4080  11.6356  16.8162
H  6.8370  10.6373  15.4796
H  9.6122  11.7123  15.9911
C  7.6456  15.4074  18.4217
C  9.1168  15.3722  18.0581
O  9.4240  16.6485  17.5748
C  8.3970  17.4794  17.7446
O  8.4500  18.6795  17.3824
O  7.3757  16.7640  18.1186
F  9.1971  14.6016  16.9361
H  7.5134  15.2537  19.4926
H  6.9969  14.6705  17.9481
H  9.7252  14.9328  18.8486
C  16.1352  7.9405  9.9260
C  15.4802  8.5037  11.1492
O  15.8284  7.5784  12.1802
C  16.9932  6.9839  11.7515
O  17.6691  6.2759  12.4459
O  17.3320  7.4615  10.5201
F  14.1441  8.4538  10.9695
H  16.1460  8.6106  9.0663
H  15.5436  7.1321  9.4963
H  15.7904  9.5280  11.3557
C  16.9056  7.8279  15.6594
C  15.7184  8.7140  16.0027
O  16.2671  9.9608  16.2405
C  17.6435  9.8232  16.3109
O  18.3646  10.7861  16.5008
O  17.9852  8.5569  16.1794
F  15.2606  8.2034  17.1995
H  17.0066  7.7014  14.5814
H  16.7920  6.8472  16.1215
H  14.9477  8.7307  15.2321
C  11.7411  9.2980  13.0615
C  10.5529  8.4644  12.5329
O  10.5997  7.4382  13.4732
C  11.8157  7.3628  14.0235
O  12.2624  6.4510  14.7374
O  12.5488  8.4406  13.7101
F  10.8311  7.9801  11.3251
H  11.4676  10.1352  13.7038
H  12.2609  9.8345  12.2677
H  9.5566  8.9022  12.5953
C  17.9037  11.2916  13.0868
C  17.7583  12.6747  13.6549
O  17.9423  13.4999  12.5140
C  17.4830  12.8287  11.4244
O  17.1226  13.3396  10.3746
O  17.4811  11.5223  11.6670
F  18.6836  12.9175  14.5318
H  17.2352  10.5273  13.4832
H  18.8857  10.8266  13.1734
H  16.7942  12.8802  14.1200
C  11.2926  15.8486  14.9388
O  12.2363  15.6316  13.9353
H  11.8730  16.2536  15.7677
H  10.4759  16.5264  14.6905
H  10.9020  14.8616  15.1867
H  12.5658  14.7484  14.1173
C  12.0371  14.6446  9.5291
O  12.5806  14.9176  10.8610
H  11.4567  15.4458  9.0717
H  12.9784  14.6148  8.9803
H  11.4177  13.7482  9.5590
H  13.0127  14.1019  11.1246
C  9.3699  11.6639  9.7262
O  9.1741  10.4605  10.3735
H  9.8915  11.5321  8.7783
H  8.4066  12.1678  9.6479
H  10.0682  12.2552  10.3186
H  8.3240  10.1316  10.0723
C  15.4749  17.1205  15.2312
O  15.4656  17.9424  14.1067
H  16.5069  17.0464  15.5742
H  14.7638  17.3922  16.0114
H  15.1899  16.1035  14.9620
H  15.7754  18.8276  14.3115
C  12.5392  10.2282  17.7472
O  11.8272  10.4210  16.5456
H  12.0850  10.7785  18.5711
H  12.5651  9.1907  18.0804
H  13.5302  10.6756  17.6706
H  12.4672  10.8285  15.9575
C  9.3286  15.6000  12.1497
O  10.2387  16.6292  11.7184
H  8.4301  15.6565  11.5352
H  9.8312  14.6486  11.9754
H  8.9221  15.6705  13.1586
H  9.7214  17.3882  11.4394
C  18.7352  17.7156  13.5819
O  19.8824  17.1813  13.0373
H  17.9825  16.9286  13.6271
H  18.8155  17.8544  14.6601
H  18.3291  18.5641  13.0311
H  20.5109  17.8645  12.7928
C  15.5455  16.3869  10.9112
O  14.6139  16.7974  11.8785
H  15.9215  15.4459  11.3126
H  15.1092  16.2250  9.9256
H  16.3540  17.0741  10.6618
H  15.1072  16.9751  12.6827

Cartesian forces (eV/Å) of the 3 atoms listed first:
Pd 0.928 -1.551 0.612
Cl 1.770 -1.277 -2.950
O -0.219 -0.429 0.157

[2]
Formula: C32H57F8N2O10S3
Source: OMol25
Level of theory: the ωB97M-V functional and the def2-TZVPD basis

As for the total energy: -111800.8931 eV. As for the net charge: +1. The calculation puts the HOMO energy at -0.4368 Ha. The lowest unoccupied orbital energy comes out at -0.188 Eh. Its spin multiplicity is 1.

CARTESIAN COORDINATES (ANGSTROEM)
C  10.7522  -1.3922  1.8717
C  11.0046  -2.7338  1.1817
C  10.2759  -2.9298  -0.1493
C  10.7485  -2.0281  -1.2963
C  10.2234  -0.5832  -1.3436
C  8.7248  -0.4153  -1.0364
C  8.0334  0.6773  -1.8855
C  7.2843  1.7138  -1.0424
C  5.9900  1.1497  -0.4205
C  4.7010  1.9102  -0.7985
C  3.5099  1.0076  -1.1791
C  2.1514  1.4110  -0.5647
C  1.0753  1.6582  -1.6240
C  -0.3727  1.5969  -1.0557
C  -1.3772  0.9216  -1.9420
C  -1.5931  -0.4765  -1.9810
C  -0.7639  -1.4369  -1.1359
F  -0.5194  -2.5450  -1.8858
F  0.4464  -0.9189  -0.8525
C  -1.4840  -1.8872  0.1951
F  -1.7816  -3.1900  0.1084
F  -2.6366  -1.1873  0.3099
C  -0.6572  -1.6702  1.4912
F  -1.3853  -2.0545  2.5408
F  0.4652  -2.3907  1.4297
F  -0.3583  -0.3642  1.6264
C  -2.5847  -1.0061  -2.7636
C  -3.0156  -2.4392  -2.9173
C  -2.5625  -3.0269  -4.2834
C  -1.5063  -4.1406  -4.2106
S  0.1124  -3.7293  -4.8527
O  1.0983  -4.3187  -4.0044
O  0.0851  -3.9462  -6.2591
O  0.2038  -2.1420  -4.6634
C  -3.3058  -0.0544  -3.5260
F  -4.2822  -0.4778  -4.3184
N  -3.1046  1.2163  -3.5330
N  -2.1508  1.6796  -2.7392
C  -2.0240  3.1483  -2.8358
C  -0.7884  3.5970  -3.6384
O  -0.1421  4.6597  -2.9791
H  9.6887  -1.1454  1.8473
H  11.3069  -0.5850  1.3900
H  11.0759  -1.4239  2.9127
H  10.6781  -3.5286  1.8598
H  12.0778  -2.8855  1.0303
H  10.4707  -3.9611  -0.4606
H  9.1967  -2.8589  0.0138
H  11.8412  -1.9857  -1.2268
H  10.5272  -2.5200  -2.2478
H  10.3972  -0.2130  -2.3582
H  10.8320  0.0401  -0.6855
H  8.2425  -1.3754  -1.2355
H  8.5978  -0.1864  0.0244
H  7.3384  0.1953  -2.5802
H  8.7828  1.1839  -2.4991
H  7.0680  2.5943  -1.6526
H  7.9661  2.0273  -0.2465
H  6.0749  1.1166  0.6676
H  5.8805  0.1096  -0.7423
H  4.4133  2.5844  0.0124
H  4.9358  2.5575  -1.6476
H  3.7364  -0.0310  -0.9283
H  3.4075  1.0272  -2.2690
H  2.2983  2.3395  -0.0069
H  1.8205  0.6642  0.1597
H  1.1903  0.9778  -2.4731
H  1.2353  2.6637  -2.0168
H  -0.7100  2.5965  -0.7994
H  -0.3364  1.0459  -0.1165
H  -2.6914  -3.0496  -2.0791
H  -4.1054  -2.4110  -2.9170
H  -2.2136  -2.2247  -4.9336
H  -3.4414  -3.4380  -4.7773
H  -1.8176  -4.9599  -4.8578
H  -1.3628  -4.5316  -3.2046
H  0.4256  -1.9753  -3.7356
H  -2.9309  3.4898  -3.3276
H  -2.0241  3.5820  -1.8395
H  -1.1062  3.8906  -4.6413
H  -0.0855  2.7745  -3.7665
H  -0.4024  5.4978  -3.3715
O  -6.7068  0.6790  5.5892
S  -6.3317  -0.6434  5.9968
O  -5.1034  -0.8369  6.7002
O  -6.3526  -1.5771  4.7040
C  -5.6065  -1.0979  3.5641
C  -4.1146  -1.3213  3.7120
C  -7.6459  -1.4123  6.8700
H  -5.8420  -0.0443  3.4043
H  -6.0052  -1.6586  2.7204
H  -3.7056  -0.7052  4.5113
H  -3.6164  -1.0570  2.7800
H  -3.9059  -2.3634  3.9530
H  -8.5643  -1.2943  6.3015
H  -7.7185  -0.9052  7.8298
H  -7.4011  -2.4613  7.0122
O  -8.8734  4.8859  3.5697
S  -9.9876  4.1686  3.0276
O  -11.2770  4.3063  3.6284
O  -9.6046  2.6312  2.9293
C  -9.1114  1.9945  4.1397
C  -10.2298  1.6446  5.0974
C  -10.1201  4.4826  1.3020
H  -8.3634  2.6327  4.6071
H  -8.6033  1.0991  3.7919
H  -10.6915  2.5368  5.5166
H  -9.8259  1.0496  5.9173
H  -11.0079  1.0743  4.5897
H  -9.1459  4.3398  0.8439
H  -10.4464  5.5149  1.1983
H  -10.8598  3.8071  0.8813

Cartesian forces (eV/Å) of the 3 atoms listed first:
C 0.182 -0.064 -0.137
C -0.205 0.006 0.160
C 0.285 -0.143 0.009